P:
DFT (ωB97M-V/def2-TZVPD) results for 2 unconnected molecules or ions with the total composition C2H9NO2P2.

Last column: natural (NBO) charge in e.
Geometry (Å):
1 C 2.88741 -1.03874 -0.33142  -1.007
2 C -1.93638 1.05565 1.10242  -1.016
3 N -1.19833 -1.22143 -0.39642  -0.897
4 O 1.44969 0.99088 -1.81423  -0.976
5 O -3.44632 -0.12425 -0.88568  -1.057
6 P 1.53412 0.23087 -0.55887  1.432
7 P -2.08688 0.12362 -0.51987  1.853
8 H 2.60049 -2.01876 0.16190  0.271
9 H 3.37740 -1.11135 -1.29267  0.265
10 H 3.63735 -0.77616 0.42420  0.259
11 H -2.08587 2.10739 0.96237  0.245
12 H -2.67503 0.56152 1.84331  0.243
13 H -0.94268 0.71123 1.54166  0.221
14 H -1.43566 -1.67240 0.49079  0.345
15 H 1.50929 1.22992 0.56523  -0.059
16 H -1.18859 0.95201 -1.29271  -0.124

Gap between HOMO and LUMO (alpha / beta) (eV): 8.70 / 6.71
Total charge: 0
Highest occupied orbital energy (alpha / beta) (hartree): -0.3724 / -0.3230

Q:
DFT (ωB97M-V/def2-TZVPD) results for C2H9NO2P2 in the gas phase.

Last column: natural (NBO) charge in e.
Geometry (Å):
1 C -1.87094 -0.98624 -0.12720  -1.042
2 P -1.50779 0.76885 0.21371  1.899
3 O -2.54123 1.67563 -0.27114  -1.079
4 N 0.08483 1.15951 -0.32123  -1.336
5 P 1.63548 0.70260 0.20990  1.887
6 C 1.95796 -1.01273 -0.39363  -0.968
7 O 2.53863 1.81311 -0.12411  -1.075
8 H -1.65331 -1.35288 -1.17710  0.264
9 H -1.47148 -1.53530 0.66839  0.237
10 H -3.00707 -0.91303 -0.28649  0.283
11 H -1.42200 0.77080 1.69974  -0.130
12 H 0.06196 2.19663 -0.46267  0.454
13 H 1.50490 0.45754 1.69402  -0.134
14 H 1.81927 -0.93821 -1.53154  0.269
15 H 2.81655 -1.19807 0.10096  0.239
16 H 1.05424 -1.60823 0.10839  0.233

Gap between HOMO and LUMO (eV): 11.34
Total charge: 0
Highest occupied orbital energy (hartree): -0.3905
SMILES: C[P@H](=O)N[P@@H](C)=O

Most stable of them? Q.

P:
DFT (ωB97M-V/def2-TZVPD) results for C3H2F2 in the gas phase.

Last column: natural (NBO) charge in e.
Geometry (Å):
1 C -1.72572 -0.03905 -0.13241  -0.137
2 C -0.46594 -0.02404 -0.25534  -0.089
3 C 0.87934 0.02554 0.12445  0.488
4 F 1.30513 1.24487 -0.25780  -0.322
5 F 1.74920 -0.93426 -0.28901  -0.323
6 H -2.69892 -0.22453 -0.37876  0.227
7 H 0.95691 -0.04852 1.18886  0.157

Gap between HOMO and LUMO (eV): 11.47
Total charge: 0
Highest occupied orbital energy (hartree): -0.4026
SMILES: C#CC(F)F

Q:
DFT (ωB97M-V/def2-TZVPD) results for C3H2F2 in the gas phase.

Last column: natural (NBO) charge in e.
Geometry (Å):
1 C -1.73984 -0.05554 -0.26339  -0.172
2 C -0.59438 -0.00514 0.08023  -0.109
3 C 0.90233 -0.00385 0.23502  0.530
4 F 1.40567 1.08104 -0.34818  -0.326
5 F 1.59830 -0.99938 -0.34938  -0.324
6 H -2.77165 -0.07293 -0.64400  0.254
7 H 1.19957 0.05579 1.28969  0.149

Gap between HOMO and LUMO (eV): 12.28
Total charge: 0
Highest occupied orbital energy (hartree): -0.4131
SMILES: C#CC(F)F

Most stable of them? Q.

P:
DFT (ωB97M-V/def2-TZVPD) results for 2 unconnected molecules or ions with the total composition C4H10O2S.

Last column: natural (NBO) charge in e.
Geometry (Å):
1 C 0.83561 -0.37552 -0.90414  -0.603
2 C 1.01194 0.52156 0.37243  -0.353
3 C 2.28858 0.18934 1.02789  -0.635
4 S -0.52320 0.37189 1.42236  0.453
5 O -1.34203 1.66512 0.79401  -0.863
6 H 0.26925 0.12531 -1.57773  0.215
7 H 1.83806 -0.48498 -1.35198  0.196
8 H 0.45551 -1.36782 -0.71053  0.204
9 H 0.98365 1.55727 0.07974  0.230
10 H 2.46816 0.69015 2.05321  0.220
11 H 3.16526 0.59494 0.48839  0.223
12 H 2.48535 -0.89278 1.20695  0.211
13 H -2.15711 1.40579 0.36473  0.499
14 C -2.97358 -0.99032 -0.79227  0.316
15 O -2.55095 0.07554 -1.09221  -0.519
16 H -3.80448 -1.18058 -0.23663  0.109
17 H -2.45002 -1.90491 -1.14421  0.096

Gap between HOMO and LUMO (eV): 8.81
Total charge: 0
Highest occupied orbital energy (hartree): -0.3033
SMILES: CC(C)SO.C=O

Q:
DFT (ωB97M-V/def2-TZVPD) results for a molecular structure, C4H10O2S.

Last column: natural (NBO) charge in e.
Geometry (Å):
1 C 1.72535 -0.99632 0.28921  -0.272
2 C 0.21883 0.77508 0.34519  0.354
3 C 0.28490 0.78318 -1.12355  -0.551
4 C -1.69552 -0.85215 0.78270  -0.315
5 H 2.52399 -1.36564 0.90081  0.203
6 H 2.08125 -0.71767 -0.72976  0.165
7 H 0.95924 -1.83154 0.16063  0.170
8 H 0.45440 1.77211 0.70592  0.181
9 H 0.34628 -0.17107 -1.48741  0.221
10 H 1.22038 1.28567 -1.39598  0.233
11 H -1.34185 2.70452 -0.82642  0.153
12 H -2.47322 -0.84059 1.85633  0.225
13 H -2.50382 -0.84207 -0.35790  0.195
14 H -0.97055 -1.93349 0.72787  0.180
15 O 1.32166 0.22078 0.90366  -0.515
16 O -0.94803 0.37307 1.08701  -0.565
17 S -1.20329 1.63614 -1.83831  -0.063

Gap between HOMO and LUMO (eV): 9.94
Total charge: 0
Highest occupied orbital energy (hartree): -0.3405

Most stable of them? P.

P:
DFT (ωB97M-V/def2-TZVPD) results for C5H6S3 in the gas phase.

Last column: natural (NBO) charge in e.
Geometry (Å):
1 S 0.23200 3.47238 -1.48648  0.064
2 C 0.16786 1.99688 -0.83437  -0.563
3 S -1.20355 1.54057 0.16746  0.326
4 C -1.52887 -0.18529 -0.27356  -0.598
5 C -0.75293 -1.28978 0.38235  -0.193
6 C 0.53895 -1.27784 0.69277  -0.185
7 C 1.53742 -0.15412 0.43644  -0.579
8 S 1.40983 0.80416 -1.13354  0.325
9 H -1.52707 -0.22821 -1.35976  0.246
10 H -2.60413 -0.30168 -0.00611  0.245
11 H -1.34387 -2.17748 0.61083  0.215
12 H 0.99247 -2.14939 1.12883  0.211
13 H 2.54324 -0.58227 0.39101  0.241
14 H 1.53866 0.53207 1.28414  0.244

Gap between HOMO and LUMO (eV): 8.17
Total charge: 0
Highest occupied orbital energy (hartree): -0.3116
SMILES: S=C1SCC=CCS1

Q:
DFT (ωB97M-V/def2-TZVPD) results for C5H6S3 in the gas phase.

Last column: natural (NBO) charge in e.
Geometry (Å):
1 C -0.52841 -0.35437 -2.53844  -0.190
2 C -0.48646 -0.03776 -1.37993  -0.064
3 C -0.55577 0.33434 0.00028  -0.428
4 C 0.21386 1.53504 0.36328  -0.543
5 S -0.09441 2.29715 1.96083  -0.010
6 S -0.35119 -1.06720 1.21001  0.340
7 C 0.78677 -2.18162 0.52265  -0.541
8 S 1.51582 -3.32138 1.40537  0.054
9 H -0.74214 -0.46482 -3.66847  0.269
10 H -1.69905 0.46163 0.22854  0.268
11 H -0.16296 2.43160 -0.28728  0.244
12 H 1.27208 1.35051 0.11610  0.229
13 H -0.13389 1.13997 2.71423  0.134
14 H 0.96575 -2.12309 -0.64717  0.239

Gap between HOMO and LUMO (eV): 8.44
Total charge: 0
Highest occupied orbital energy (hartree): -0.3220
SMILES: C#C[C@H](CS)SC=S

Most stable of them? P.